The following is a quantum chemistry calculation of a molecular structure, C23H30N6O at a distorted geometry, from OMol25.

XYZ file:
```
60
Properties=species:S:1:pos:R:3
C -4.59 3.67 -3.97
C -4.72 2.43 -3.25
H -4.45 1.55 -3.81
H -5.71 2.16 -2.95
C -3.72 2.40 -2.04
N -2.35 2.55 -2.08
C -1.45 1.61 -2.32
C -0.39 2.01 -2.74
C -0.59 3.38 -2.46
N -1.80 3.75 -2.16
C 0.25 4.53 -2.40
H 0.93 4.37 -3.41
H 0.04 5.52 -2.63
H 1.02 4.59 -1.62
C 0.91 1.31 -3.10
N 1.64 0.79 -1.75
C 0.95 -0.25 -1.34
C 1.75 -1.10 -0.30
H 2.41 -1.48 -0.99
H 1.10 -1.95 0.13
C 2.17 -0.34 0.75
N 1.03 0.07 1.90
C 0.36 -0.76 2.64
C -0.59 -0.02 3.33
C -0.71 0.99 2.42
N 0.41 1.31 1.63
H -0.99 2.06 2.67
H -1.42 -0.47 3.89
N 0.99 -2.05 2.87
C 0.35 -2.94 3.56
O -0.81 -2.85 4.16
C 1.05 -4.42 3.49
C 1.72 -4.79 2.50
C 2.51 -6.06 2.55
C 2.36 -6.81 3.75
C 1.35 -6.29 4.88
C 0.89 -5.18 4.59
H 0.34 -4.53 5.75
H 1.43 -6.91 5.76
H 2.70 -7.80 3.99
H 3.01 -6.26 1.79
H 1.82 -4.22 1.85
H 1.87 -2.35 2.39
C 2.96 1.02 0.23
C 1.91 1.56 -0.81
H 2.54 2.61 -1.42
H 1.15 2.24 -0.40
H 3.11 1.86 0.93
H 3.65 0.65 -0.30
H 2.90 -0.86 1.52
H 0.40 -1.00 -2.17
H -0.14 0.01 -0.81
H 1.49 2.18 -3.60
H 0.78 0.76 -3.75
H -1.91 0.71 -2.53
H -4.13 1.74 -1.05
H -4.09 3.31 -1.38
H -3.51 3.78 -4.14
H -5.10 4.45 -3.45
H -5.12 3.75 -4.82
```

Results
E_HOMO (eV): -8.27
E_tot (eV): -35305.9963
HOMO-LUMO gap (eV): 8.6
Total charge: 0
Energy relative to the best compared isomer or geometry (same formula, charge and spin) (eV): 21.494

The following is a quantum chemistry calculation of a molecular structure, C23H30N6O3RuS3, from OMol25.

XYZ file:
```
66
Properties=species:S:1:pos:R:3
Ru 0.55 -0.72 -0.46
C -2.11 -2.15 0.51
N -1.51 -2.05 -0.83
C -2.34 -1.32 -1.78
C -2.50 0.09 -1.29
C -3.68 0.80 -1.49
C -3.80 2.07 -0.94
C -2.74 2.56 -0.18
C -1.61 1.78 -0.04
N -1.47 0.58 -0.60
C -1.12 -3.35 -1.39
C 0.03 -3.90 -0.62
C 0.27 -5.26 -0.49
C 1.37 -5.67 0.23
C 2.19 -4.71 0.81
C 1.89 -3.37 0.62
N 0.83 -2.98 -0.09
C -1.22 -1.86 1.71
C -1.56 -2.43 2.92
C -0.83 -2.12 4.06
C 0.23 -1.23 3.95
C 0.52 -0.71 2.70
N -0.18 -1.01 1.60
H -2.55 -3.15 0.65
H -2.94 -1.45 0.56
H -3.32 -1.79 -1.92
H -1.82 -1.32 -2.74
H -4.49 0.35 -2.05
H -4.70 2.64 -1.08
H -2.80 3.52 0.30
H -0.78 2.12 0.56
H -0.81 -3.18 -2.43
H -1.97 -4.05 -1.39
H -0.40 -5.97 -0.96
H 1.59 -6.72 0.35
H 3.06 -4.98 1.39
H 2.52 -2.59 1.02
H -2.39 -3.12 2.97
H -1.08 -2.56 5.01
H 0.83 -0.96 4.80
H 1.35 -0.03 2.56
O 3.20 -2.60 -2.42
S 2.83 -1.24 -2.16
O 3.72 -0.20 -2.58
O 2.50 -1.08 -0.64
S 0.90 -0.84 -2.75
C 0.06 4.66 -1.34
N 0.77 3.39 -1.26
C 0.67 2.53 -2.43
C 1.34 2.97 -0.13
S 1.67 1.33 0.26
N 1.74 3.91 0.76
C 2.04 3.57 2.15
C 2.41 5.12 0.29
H -0.90 4.48 -1.83
H 0.61 5.40 -1.93
H -0.11 5.06 -0.35
H 0.62 3.17 -3.31
H -0.23 1.91 -2.39
H 1.54 1.88 -2.51
H 1.32 2.85 2.52
H 1.96 4.49 2.74
H 3.04 3.17 2.26
H 2.55 5.09 -0.79
H 3.39 5.18 0.76
H 1.85 6.02 0.55
```

Results
⟨S²⟩: 0.76
E_HOMO (spin up / spin down) (eV): -10.30 / -10.20
E_tot (eV): -74504.3347
HOMO-LUMO gap (spin up / spin down) (eV): 7.6 / 7.3
Total charge: +1
Spin multiplicity: 2
Energy relative to the best compared isomer or geometry (same formula, charge and spin) (eV): 0.352

The following is a quantum chemistry calculation of 4 unconnected molecules or ions with the total composition C23H30NO, from OMol25.

XYZ file:
```
55
Properties=species:S:1:pos:R:3
C 1.08 3.96 -0.98
N 1.49 2.79 -0.25
C 1.80 1.74 -1.16
C 3.29 1.67 -1.69
C 4.15 2.75 -1.07
C 4.45 2.33 0.34
O 4.77 3.42 1.21
H 0.98 4.78 -0.28
H 0.12 3.84 -1.52
H 1.82 4.26 -1.75
H 1.12 1.72 -2.04
H 1.61 0.79 -0.64
H 3.71 0.71 -1.38
H 3.34 1.66 -2.77
H 5.07 2.84 -1.65
H 3.64 3.70 -1.03
H 5.22 1.56 0.38
H 3.53 1.88 0.70
H 3.91 3.88 1.32
C -0.74 -1.01 1.11
C -1.03 -0.24 0.00
C -1.92 -0.71 -0.96
C -2.53 -1.95 -0.79
C -2.24 -2.72 0.33
C -1.34 -2.25 1.28
H -0.04 -0.64 1.85
H -0.55 0.73 -0.13
H -2.14 -0.11 -1.83
H -3.23 -2.31 -1.53
H -2.71 -3.68 0.46
H -1.11 -2.85 2.15
C -7.62 -2.54 -4.52
C -8.02 -3.51 -3.62
C -7.07 -4.17 -2.84
C -5.72 -3.84 -2.97
C -5.33 -2.86 -3.87
C -6.28 -2.21 -4.65
H -8.36 -2.03 -5.13
H -9.06 -3.76 -3.52
H -7.38 -4.93 -2.14
H -4.99 -4.34 -2.36
H -4.28 -2.60 -3.96
H -5.97 -1.45 -5.35
C 2.83 1.10 3.90
C 2.38 0.08 4.74
C 3.27 -0.54 5.61
C 4.60 -0.15 5.64
C 5.04 0.87 4.81
C 4.16 1.49 3.94
H 2.14 1.58 3.22
H 1.34 -0.23 4.71
H 2.92 -1.34 6.25
H 5.29 -0.63 6.32
H 6.08 1.18 4.84
H 4.50 2.28 3.28
```

Results
E_HOMO (eV): -1.88
E_tot (eV): -27873.8178
HOMO-LUMO gap (eV): 4.3
Total charge: -1

The following is a quantum chemistry calculation of a molecular structure, C23H31BCl2N9OZn at a distorted geometry, from OMol25.

XYZ file:
```
68
Properties=species:S:1:pos:R:3
Zn 1.11 0.15 -0.20
C 2.88 -0.14 -3.52
C 1.96 -1.23 -3.07
C 1.44 -2.32 -3.79
C 0.58 -2.95 -2.90
C -0.28 -4.15 -3.11
N 0.61 -2.27 -1.75
N 1.46 -1.22 -1.85
B -0.29 -2.33 -0.46
N 0.69 -2.54 0.75
N 1.51 -1.52 1.09
C 2.31 -1.96 2.05
C 3.32 -1.06 2.69
C 2.02 -3.30 2.33
C 0.98 -3.63 1.48
C 0.26 -4.92 1.31
N -0.77 -0.90 -0.32
N 0.19 1.80 -0.51
C -2.36 2.42 -0.24
C -3.51 3.00 -0.99
C -1.38 1.89 -2.67
C -1.61 -0.21 -0.93
C -2.85 -0.64 -1.65
H 3.64 -0.52 -4.21
H 3.37 0.30 -2.65
H 2.32 0.65 -4.02
H 1.66 -2.61 -4.80
H -0.13 -4.55 -4.11
H -1.34 -3.90 -2.99
H -0.05 -4.94 -2.39
H -1.09 -3.23 -0.53
H 3.74 -0.37 1.96
H 4.11 -1.64 3.15
H 2.85 -0.46 3.48
H 2.49 -3.93 3.07
H 0.56 -5.61 2.10
H 0.49 -5.38 0.34
H -0.82 -4.79 1.36
H -3.70 4.04 -0.70
H -4.47 2.47 -0.88
H -3.25 2.99 -2.05
H -1.14 1.82 -3.70
H -3.64 0.10 -1.46
H -3.16 -1.62 -1.31
H -2.68 -0.66 -2.72
C 0.96 2.81 2.00
N 1.94 3.33 1.05
C 2.71 2.55 0.28
N 3.32 3.15 -0.79
O 2.91 1.34 0.50
H 1.36 2.93 3.02
H 0.82 1.76 1.79
H -0.28 4.34 2.39
H 1.73 4.25 0.70
H 3.30 4.15 -0.90
H 4.08 2.64 -1.20
Cl -0.72 3.32 4.75
C -1.82 2.66 3.53
C -3.01 2.14 4.01
C -3.92 1.70 3.06
C -3.62 1.78 1.72
C -2.41 2.30 1.20
Cl -1.15 1.67 -1.23
C -1.48 2.77 2.18
N -0.30 3.50 1.83
H -3.20 2.08 5.07
H -4.87 1.28 3.38
H -4.35 1.41 1.00
```

Results
E_HOMO (eV): -2.40
E_tot (eV): -113944.7638
HOMO-LUMO gap (eV): 4.8
Total charge: -1

The following is a quantum chemistry calculation of a molecular structure, C23H31BN2NaO13S at a distorted geometry, from OMol25.

XYZ file:
```
72
Properties=species:S:1:pos:R:3
C -2.38 2.57 1.34
C -1.46 1.96 0.14
O -1.40 2.69 -0.88
N -0.75 0.71 0.40
C -0.62 0.55 1.86
C -1.53 -0.29 2.86
O 0.33 1.19 2.40
C -1.11 -0.47 -0.39
C -2.48 -1.29 -0.16
C -3.72 -0.44 0.37
O -4.29 -0.81 1.45
O -4.32 0.69 -0.26
C -1.13 -0.21 -1.99
O -0.16 0.66 -2.60
C -2.46 0.29 -2.72
C -2.18 0.57 -4.30
C -2.01 2.18 -4.61
C -0.72 2.53 -5.53
S 0.66 3.38 -4.64
O 0.28 4.00 -3.32
O 1.83 2.43 -4.42
O 1.29 4.63 -5.59
O -0.81 -1.50 -2.63
C -0.09 -2.25 -1.65
O 0.28 -3.38 -2.03
C 0.16 -1.47 -0.23
C 0.30 -2.52 0.94
C 1.43 -2.21 2.07
C 1.07 -3.08 3.39
O 0.45 -4.18 3.35
N 1.52 -2.64 4.74
C 2.75 -1.84 4.67
C 4.16 -2.33 4.27
C 5.34 -1.30 4.20
C 5.18 0.22 4.49
C 3.77 0.71 4.91
C 2.61 -0.30 4.98
B 1.68 -0.92 -0.46
O 2.63 -1.77 -1.19
O 2.21 0.31 0.03
H -3.07 1.79 1.81
H -1.73 3.14 2.09
H -3.08 3.37 0.88
H -0.90 -0.47 3.82
H -1.85 -1.32 2.49
H -2.48 0.24 3.21
H -2.38 -2.16 0.59
H -2.85 -1.84 -1.11
H -5.15 0.34 -0.67
H 0.34 1.20 -1.95
H -2.91 1.25 -2.31
H -3.32 -0.49 -2.72
H -3.14 0.26 -4.88
H -1.33 -0.07 -4.73
H -1.90 2.67 -3.56
H -2.95 2.65 -5.07
H -0.26 1.57 -6.02
H -1.08 3.27 -6.34
H 1.85 5.21 -5.02
H -0.63 -2.79 1.54
H 0.66 -3.52 0.47
H 1.44 -1.13 2.43
H 2.48 -2.61 1.78
H 1.74 -3.55 5.22
H 4.33 -3.44 4.02
H 6.39 -1.64 3.88
H 6.01 0.99 4.41
H 3.55 1.82 5.13
H 1.58 0.10 5.28
H 2.67 -2.66 -0.76
H 3.18 0.31 -0.19
Na -1.53 0.41 -6.99
```

Results
E_HOMO (eV): -10.41
E_tot (eV): -69866.5193
HOMO-LUMO gap (eV): 5.7
Total charge: +1

The following is a quantum chemistry calculation of a molecular structure, C23H31BeCl6F2I2N2O7SV at a distorted geometry, from OMol25.

XYZ file:
```
76
Properties=species:S:1:pos:R:3
C -4.86 4.19 -7.16
C -4.11 3.42 -6.04
I -2.07 4.22 -6.06
C -3.98 1.89 -6.37
I -5.88 0.90 -6.45
C -3.00 1.20 -5.41
C -2.13 0.20 -5.99
C -1.21 -0.42 -5.19
C -1.10 -0.11 -3.77
C -2.01 0.88 -3.27
C -2.96 1.52 -4.06
S -1.88 1.28 -1.56
C -0.25 0.89 -1.17
C 0.39 1.54 -0.10
C 1.63 1.17 0.29
C 2.26 0.11 -0.43
C 1.67 -0.49 -1.53
C 0.38 -0.11 -1.93
N -0.18 -0.82 -2.99
H -4.31 3.99 -8.09
H -4.72 5.26 -6.94
H -5.92 3.91 -7.23
H -4.58 3.55 -5.05
H -3.47 1.87 -7.35
H -2.22 -0.04 -7.05
H -0.54 -1.21 -5.65
H -3.64 2.25 -3.63
H -0.10 2.33 0.48
H 2.11 1.65 1.14
H 3.24 -0.24 -0.14
H 2.22 -1.28 -2.06
H 0.66 -1.02 -3.64
Cl 1.35 -1.86 -5.19
O -0.62 -1.81 0.82
H -0.22 -1.42 1.63
H -0.07 -2.54 0.46
H -0.81 -1.12 0.16
O -5.26 -1.63 0.13
V -5.25 -0.31 -0.91
O -5.22 1.02 -1.95
Cl 2.41 -1.81 1.04
Be 3.45 -1.52 3.12
C 1.13 -2.15 5.66
C 1.31 -2.03 4.17
C 2.22 -3.15 3.55
O 3.60 -2.91 3.81
C 4.03 -3.35 5.10
N 1.82 -0.69 3.87
H 2.01 -1.83 6.22
H 0.26 -1.48 6.01
H 0.90 -3.18 5.94
H 0.32 -2.13 3.71
H 2.11 -3.12 2.47
H 1.93 -4.15 3.87
H 3.52 -4.26 5.41
H 3.87 -2.55 5.82
H 5.10 -3.55 5.05
H 1.86 -0.57 2.85
H 2.81 -0.65 4.15
Cl -0.09 -4.51 3.36
C 2.62 -0.10 9.66
C 2.64 1.15 8.83
O 3.82 0.99 8.05
C 3.98 -0.35 7.90
O 4.69 -0.85 7.09
O 3.23 -1.05 8.78
F 2.77 2.26 9.61
H 3.21 -0.01 10.57
H 1.61 -0.41 9.93
H 1.77 1.27 8.17
C -1.52 2.82 -10.34
Cl -3.02 2.73 -11.26
Cl -1.33 4.42 -9.63
Cl -1.47 1.57 -9.10
H -0.70 2.65 -11.02
F -0.18 -0.34 6.86
```

Results
E_HOMO (eV): -7.11
E_tot (eV): -175348.4136
HOMO-LUMO gap (eV): 1.8
Total charge: 0

Look up the E_tot of the fifth one. -69866.5193 eV

The lowest E_tot belongs to which entry? C23H31BeCl6F2I2N2O7SV

What is the total charge in the second record? +1